(1)
Here is 2 unconnected molecules or ions with the total composition C6H10NOP at a distorted geometry from the Open Molecules 2025 dataset. Energies are from ωB97M-V/def2-TZVPD.

Geometry as ORCA input:
```
! RIJCOSX wB97M-V def2-TZVPD def2/J DEFGRID3
* xyz 0 1
C -1.823 -0.053 0.603
C -0.812 -0.055 -0.579
C -0.513 -1.483 -1.074
C -0.363 1.117 -0.969
C -0.088 2.379 -1.059
P 1.066 3.263 0.045
H -1.227 -0.241 1.512
H -2.518 0.767 0.861
H -2.371 -0.922 0.495
H -0.049 -1.376 -2.011
H -0.036 -2.068 -0.298
H -1.552 -1.793 -1.177
H -0.600 3.005 -1.732
H 2.061 3.998 -0.617
H 1.996 2.280 0.292
N 1.874 -1.636 1.068
C 1.388 -2.558 1.630
O 0.836 -3.377 2.218
H 2.731 -1.247 0.790
*
```

As for the relative energy (zero: lowest compared OMol25 entry of this formula, charge and spin): 57.0 kcal per mole. The LUMO energy comes out at 0.0228 Eh. The gap between HOMO and LUMO is 9.0 eV. The calculation puts the HOMO energy at -8.4 eV. The structure (SMILES) is CC(C)=C=CP.N=C=O.



(2)
Here is 2 unconnected molecules or ions with the total composition C6H10NS2 at a distorted geometry from the Open Molecules 2025 dataset. Energies are from ωB97M-V/def2-TZVPD.

Geometry as ORCA input:
```
! RIJCOSX wB97M-V def2-TZVPD def2/J DEFGRID3
* xyz 1 1
C 2.103 -1.646 -0.822
C 1.007 -0.751 -0.785
C 3.177 -1.171 -0.132
C 1.164 0.324 0.081
C -1.814 2.533 0.096
C 0.251 1.397 0.161
N -1.064 1.335 0.045
S 2.896 0.301 0.712
S -2.361 -2.200 0.613
H 2.001 -2.563 -1.263
H 0.013 -0.976 -1.200
H 4.009 -1.776 0.090
H -1.875 2.950 -0.940
H -2.766 2.288 0.620
H -1.200 3.261 0.696
H 0.491 2.372 0.704
H -2.614 -3.392 0.019
H -1.552 0.597 -0.416
H -1.865 -2.884 1.720
*
```

As for the relative energy (zero: lowest compared OMol25 entry of this formula, charge and spin): 0.0 kcal per mole. The LUMO energy comes out at -0.1874 Eh. The gap between HOMO and LUMO is 7.9 eV. The calculation puts the HOMO energy at -13.0 eV.



(3)
Here is a gas-phase ion, C6H10O (charge -1) from the Open Molecules 2025 dataset. Energies are from ωB97M-V/def2-TZVPD.

Geometry as ORCA input:
```
! RIJCOSX wB97M-V def2-TZVPD def2/J DEFGRID3
* xyz -1 2
C 2.090 -1.630 1.238
C 1.332 -0.365 0.863
C 1.718 0.855 1.358
C -1.922 0.092 -1.202
O -2.607 1.265 -1.646
C -0.695 0.397 -0.395
C 0.246 -0.553 -0.040
H 1.380 -2.464 1.258
H 2.528 -1.547 2.236
H 2.866 -1.875 0.515
H 2.595 0.986 1.997
H 1.160 1.751 1.124
H -2.680 -0.421 -0.602
H -1.653 -0.539 -2.049
H -2.067 1.703 -2.316
H -0.729 1.357 0.111
H 0.409 -1.461 -0.619
*
```

As for the relative energy (zero: lowest compared OMol25 entry of this formula, charge and spin): 6.2 kcal per mole. The LUMO energy (spin up / spin down) comes out at 0.1518 / 0.1438 Eh. The gap between HOMO and LUMO (spin up / spin down) is 4.0 / 6.6 eV. The calculation puts the HOMO energy (spin up / spin down) at 0.1 / -2.7 eV.